No. 1
152
Properties=species:S:1:pos:R:3:forces:R:3 method="wB97M-V/def2-TZVPD" e_lumo_ha=0.0508 homo_lumo_gap_ev=6.81 relative_energy_kcal_mol=0.0 molar_mass_g_mol=1465.40 total_charge=-1 energy_ha=-8713.144454
Cd 0.094 -0.008 0.797 -0.328 0.448 -0.538
C -3.721 -3.160 2.209 0.062 0.038 0.028
C -3.108 -2.401 1.023 -0.068 -0.092 -0.049
C -4.202 -1.852 0.104 -0.004 -0.017 0.038
C -2.145 -3.315 0.293 -0.083 -0.062 0.073
C -2.637 -4.312 -0.543 0.002 0.005 -0.078
C -1.788 -5.221 -1.150 0.088 -0.024 0.048
C -0.426 -5.145 -0.909 -0.095 -0.076 0.141
C 0.103 -4.162 -0.081 0.002 -0.018 -0.049
C 1.599 -4.131 0.175 -0.041 -0.125 -0.106
C 2.407 -4.202 -1.125 0.000 0.040 0.087
C 1.988 -5.264 1.132 0.067 0.111 0.036
C -0.766 -3.234 0.518 -0.055 -0.103 0.027
N -0.225 -2.194 1.314 0.309 0.075 0.260
C 0.052 -2.460 2.591 -0.204 -0.134 -0.090
O -0.266 -3.463 3.251 0.099 0.083 -0.088
C 0.910 -1.407 3.283 0.029 -0.123 -0.047
C 1.389 -1.576 4.569 -0.023 0.001 0.115
C 2.222 -0.595 5.095 -0.030 0.020 -0.061
C 2.592 0.491 4.314 0.027 -0.026 0.085
C 2.097 0.566 3.022 0.084 0.031 -0.002
N 1.269 -0.354 2.563 0.288 -0.257 0.658
C 2.573 1.617 2.036 0.031 0.136 -0.224
O 3.393 2.446 2.464 -0.066 -0.059 -0.051
N 2.103 1.473 0.794 -0.104 -0.243 0.494
C 2.749 2.289 -0.166 -0.236 0.114 -0.185
C 2.120 3.454 -0.636 -0.054 0.029 0.113
C 2.778 4.255 -1.561 0.011 -0.008 -0.058
C 4.034 3.911 -2.037 -0.062 -0.004 -0.075
C 4.632 2.745 -1.595 -0.005 -0.010 -0.062
C 4.008 1.920 -0.665 0.056 -0.090 -0.009
C 4.727 0.677 -0.173 0.216 0.045 -0.051
C 5.106 -0.261 -1.322 -0.099 -0.034 0.048
C 5.966 1.072 0.640 -0.085 0.014 0.044
C 0.794 3.888 -0.040 0.131 0.154 -0.001
C 1.048 4.854 1.126 -0.046 -0.060 -0.013
C -0.166 4.495 -1.060 0.041 0.025 -0.011
H -2.934 -3.626 2.810 -0.052 0.001 -0.044
H -4.390 -3.949 1.847 0.045 0.013 0.036
H -4.299 -2.485 2.847 -0.046 -0.026 -0.054
H -2.543 -1.560 1.430 0.056 0.074 -0.079
H -4.950 -2.621 -0.121 0.033 0.042 0.004
H -3.786 -1.496 -0.839 0.009 0.050 0.037
H -4.715 -1.016 0.586 -0.026 -0.019 0.004
H -3.704 -4.377 -0.727 0.042 0.024 0.022
H -2.181 -5.979 -1.819 -0.014 0.000 0.045
H 0.239 -5.866 -1.375 0.001 0.039 0.009
H 1.840 -3.185 0.659 -0.045 0.108 0.028
H 2.407 -5.215 -1.539 -0.018 0.009 -0.007
H 3.447 -3.917 -0.945 -0.010 -0.035 -0.017
H 1.990 -3.526 -1.877 0.149 -0.131 0.305
H 1.785 -6.235 0.669 0.005 0.029 0.027
H 1.409 -5.191 2.053 0.004 -0.030 -0.003
H 3.053 -5.218 1.383 -0.051 -0.014 -0.042
H 1.110 -2.464 5.116 -0.047 -0.003 0.037
H 2.602 -0.692 6.106 -0.012 -0.001 -0.026
H 3.269 1.263 4.652 0.001 -0.006 0.009
H 2.311 5.172 -1.907 -0.002 -0.033 0.018
H 4.539 4.545 -2.759 -0.008 -0.025 0.021
H 5.607 2.469 -1.984 -0.033 -0.010 0.024
H 4.051 0.136 0.488 -0.095 -0.011 0.054
H 5.761 0.237 -2.042 -0.040 -0.057 0.024
H 4.223 -0.599 -1.870 0.223 0.034 0.085
H 5.632 -1.138 -0.933 0.005 0.011 0.006
H 6.708 1.557 -0.003 -0.016 -0.022 0.018
H 6.432 0.192 1.094 -0.018 0.030 -0.047
H 5.686 1.769 1.431 0.031 -0.018 0.005
H 0.315 3.001 0.369 0.027 0.023 0.008
H 1.526 5.771 0.765 -0.037 -0.025 0.023
H 1.716 4.395 1.860 -0.017 0.030 -0.016
H 0.104 5.121 1.615 0.069 -0.005 -0.023
H 0.214 5.437 -1.470 -0.010 -0.030 0.016
H -1.127 4.702 -0.581 0.034 -0.016 -0.042
H -0.343 3.795 -1.882 0.022 0.052 0.014
I -1.924 1.368 -0.370 -0.208 -0.206 -0.266
C -2.637 3.182 -4.071 -0.016 -0.048 0.052
O -1.701 2.103 -4.014 0.081 0.043 0.161
C -2.173 0.852 -4.161 0.103 0.114 -0.221
O -3.293 0.596 -4.526 -0.004 -0.006 0.140
C -1.170 -0.187 -3.798 -0.143 0.088 0.230
C -1.067 -1.290 -4.552 -0.027 -0.012 -0.105
As -0.752 -1.060 -6.488 0.115 -0.039 0.024
C -1.517 0.685 -6.970 -0.106 0.046 0.025
C 1.030 -0.270 -5.911 0.014 0.024 0.102
C 1.432 0.223 -4.728 0.045 -0.297 -0.343
As 0.452 0.492 -2.930 0.191 0.138 -0.245
C 1.332 -1.005 -2.007 -0.025 0.013 0.017
C 2.844 0.705 -4.537 -0.222 0.177 0.321
O 3.670 0.015 -4.005 0.019 -0.024 -0.289
O 3.130 1.980 -4.851 -0.003 0.051 -0.050
C 2.084 2.851 -5.298 0.051 -0.071 -0.007
C 1.874 -0.259 -7.147 -0.087 0.193 -0.008
O 1.386 -0.321 -8.255 -0.080 -0.036 -0.008
O 3.188 -0.159 -6.952 0.102 -0.055 0.193
C 4.000 -0.144 -8.128 -0.033 0.021 -0.003
C -0.450 -2.525 -3.990 0.126 -0.096 -0.108
O -0.698 -2.966 -2.901 -0.096 0.266 0.018
O 0.337 -3.180 -4.868 0.036 0.191 -0.146
C 0.902 -4.396 -4.372 0.099 -0.058 -0.022
H -2.379 3.859 -3.260 0.027 0.006 -0.031
H -3.649 2.811 -3.948 -0.048 -0.030 0.002
H -2.545 3.687 -5.032 0.003 -0.001 -0.032
H -2.604 0.638 -6.956 -0.005 -0.030 0.008
H -1.177 0.872 -7.988 0.067 -0.068 0.001
H -1.176 1.495 -6.328 0.001 -0.029 -0.027
H 1.858 -1.656 -2.699 -0.022 0.051 -0.050
H 0.592 -1.589 -1.458 -0.062 -0.028 0.002
H 2.064 -0.562 -1.327 -0.047 0.056 -0.018
H 2.517 3.847 -5.307 0.026 -0.006 0.031
H 1.233 2.836 -4.616 -0.013 0.000 0.048
H 1.753 2.588 -6.304 0.007 -0.044 -0.027
H 5.025 -0.181 -7.775 0.017 0.008 0.033
H 3.827 0.766 -8.699 -0.026 0.024 -0.010
H 3.774 -1.004 -8.755 -0.006 -0.027 -0.012
H 1.395 -4.864 -5.218 -0.015 0.007 -0.065
H 0.127 -5.042 -3.967 -0.046 -0.018 0.024
H 1.628 -4.184 -3.588 -0.108 -0.051 -0.161
O -1.465 0.532 2.967 0.111 -0.184 -0.062
P -2.403 0.820 4.082 -0.059 0.108 0.079
C -2.158 -0.271 5.495 -0.045 -0.038 -0.033
C -2.177 -1.642 5.229 0.076 0.031 0.014
C -1.966 -2.548 6.256 0.021 -0.050 -0.023
C -1.727 -2.090 7.546 -0.018 0.025 -0.036
C -1.705 -0.726 7.813 -0.017 -0.003 0.030
C -1.923 0.186 6.789 -0.012 -0.011 -0.082
C -2.212 2.530 4.636 0.069 0.015 -0.036
C -0.952 3.104 4.458 -0.049 -0.018 -0.020
C -0.746 4.438 4.779 -0.002 -0.026 0.015
C -1.798 5.203 5.267 0.028 -0.022 -0.007
C -3.052 4.633 5.450 -0.006 -0.013 0.021
C -3.261 3.297 5.137 0.074 -0.034 0.064
C -4.146 0.660 3.626 0.072 0.074 -0.083
C -4.559 1.401 2.516 -0.019 -0.075 0.015
C -5.866 1.304 2.066 0.011 0.024 0.006
C -6.766 0.473 2.725 0.023 0.014 -0.030
C -6.363 -0.251 3.837 -0.022 -0.026 0.005
C -5.053 -0.159 4.290 0.005 0.091 0.028
H -2.335 -2.002 4.216 0.062 0.033 0.111
H -1.969 -3.610 6.037 0.031 0.068 0.002
H -1.551 -2.799 8.346 -0.006 0.022 -0.013
H -1.518 -0.371 8.819 0.011 -0.015 -0.030
H -1.904 1.252 6.988 0.016 -0.043 0.018
H -0.149 2.504 4.042 -0.024 0.057 0.007
H 0.231 4.883 4.635 -0.031 -0.025 -0.032
H -1.640 6.251 5.492 -0.019 -0.026 0.022
H -3.873 5.233 5.825 0.015 -0.002 -0.001
H -4.240 2.851 5.273 0.009 0.035 -0.043
H -3.844 2.031 1.996 -0.047 -0.057 -0.015
H -6.180 1.869 1.197 0.023 -0.041 0.020
H -7.782 0.383 2.359 0.023 0.014 0.036
H -7.066 -0.897 4.349 0.024 0.010 -0.013
H -4.736 -0.725 5.159 -0.025 -0.012 -0.041

---

No. 2
12
Properties=species:S:1:pos:R:3:forces:R:3 method="wB97M-V/def2-TZVPD" e_lumo_ha="-0.1509 / -0.2417" homo_lumo_gap_ev="6.98 / 7.78" relative_energy_kcal_mol=0.0 spin_multiplicity=3 molar_mass_g_mol=110.10 total_charge=+1 energy_ha=-389.957290
C -2.488 1.554 -1.169 -1.660 1.040 0.410
C 1.579 -0.669 -1.153 -0.165 -0.105 2.440
C -0.431 0.437 -0.382 0.360 1.311 2.217
N 0.457 -0.069 -1.178 -1.342 0.766 -2.679
N 2.091 -1.135 -0.014 1.945 -1.818 -2.765
N 1.495 -1.220 1.016 -0.083 2.061 3.217
N -1.484 1.092 -0.888 0.223 -1.080 -0.565
N 1.002 -1.767 1.937 -0.522 -1.274 1.391
H -3.448 2.041 -1.131 0.094 -0.078 -0.632
H 2.191 -0.879 -1.975 0.624 0.251 -1.422
H -0.431 0.796 0.692 0.893 -0.890 -0.825
H 1.068 -1.223 2.838 -0.366 -0.185 -0.786

---

No. 3
8
Properties=species:S:1:pos:R:3:forces:R:3 method="wB97M-V/def2-TZVPD" e_lumo_ha="-0.0377 / -0.0505" homo_lumo_gap_ev="7.32 / 8.80" relative_energy_kcal_mol=58.9 spin_multiplicity=2 molar_mass_g_mol=123.00 energy_ha=-743.551118
F 1.968 -1.478 0.327 -0.445 1.180 -1.073
P 1.713 -0.522 -0.986 -1.084 0.154 1.282
O 0.786 0.851 -0.317 0.317 -0.113 -0.111
O -1.871 1.099 -0.062 -0.348 0.919 0.379
C -1.385 -0.055 -0.017 5.907 -5.919 -6.101
C -0.272 0.723 0.478 0.363 -3.214 0.710
O -0.938 -1.179 -0.953 -3.791 5.165 4.709
H -0.001 0.562 1.529 -0.918 1.829 0.205

---

No. 4
6
Properties=species:S:1:pos:R:3:forces:R:3 method="wB97M-V/def2-TZVPD" smiles="FC(F)=C(F)F" e_lumo_ha=0.0287 homo_lumo_gap_ev=10.80 relative_energy_kcal_mol=4.8 molar_mass_g_mol=100.01 energy_ha=-475.614693
F 0.411 0.165 -1.755 0.027 -0.008 0.559
C -0.248 0.115 -0.614 0.570 -0.322 2.007
F -1.545 0.342 -0.781 0.555 -0.212 0.147
C 0.287 -0.132 0.620 -0.299 0.357 -1.661
F -0.520 -0.207 1.701 1.442 0.068 -1.031
F 1.628 -0.289 0.831 -2.294 0.117 -0.021

---

No. 5
62
Properties=species:S:1:pos:R:3:forces:R:3 method="wB97M-V/def2-TZVPD" e_lumo_ha=-0.1354 homo_lumo_gap_ev=3.97 molar_mass_g_mol=808.53 energy_ha=-3019.228271
Au 0.450 -0.328 0.219 -0.534 0.177 -2.240
F -1.974 2.339 1.933 0.040 -0.546 0.232
C -2.361 1.668 3.010 -0.156 0.921 -0.306
F -3.688 1.597 3.010 0.090 -0.389 0.060
F -1.993 2.374 4.078 0.266 -0.409 0.175
S -1.617 -0.070 3.074 -1.271 0.634 0.686
O -0.360 0.038 2.353 1.694 0.007 -1.168
O -1.500 -0.372 4.456 -0.053 -0.220 -0.015
N -2.681 -0.976 2.362 0.661 0.089 0.075
S -2.873 -0.934 0.811 -1.999 -0.294 -0.368
O -3.737 0.089 0.326 -0.012 -0.150 0.251
O -1.680 -1.181 0.015 1.571 -0.189 -0.071
C -3.748 -2.581 0.593 0.064 -0.278 -0.174
F -3.977 -2.817 -0.705 0.142 0.464 0.117
F -2.934 -3.537 1.031 0.155 -0.135 0.187
F -4.903 -2.676 1.234 0.163 0.414 0.111
N 0.520 -0.533 -2.059 0.182 0.004 2.350
C 1.708 -0.557 -2.846 0.908 -0.128 -0.028
C 1.566 -1.000 -4.160 -0.318 -0.097 0.084
C 2.600 -0.928 -5.068 -0.001 0.074 0.187
C 3.785 -0.339 -4.662 -0.075 0.010 0.046
C 3.947 0.040 -3.346 -0.050 0.045 0.110
C 2.961 -0.140 -2.361 -0.296 0.000 -0.677
C 3.336 -0.003 -0.932 -0.558 -0.071 -0.132
C 4.715 0.005 -0.634 -0.207 -0.025 0.215
C 5.201 0.069 0.651 -0.038 0.007 0.140
C 4.323 0.122 1.719 -0.070 -0.075 -0.163
C 2.964 0.080 1.460 -0.650 0.121 0.138
C 2.469 -0.001 0.169 0.462 -0.164 0.322
H -0.120 -1.283 -2.302 -0.134 -0.066 0.128
H 0.029 0.351 -2.186 -0.528 0.658 -0.058
H 0.604 -1.388 -4.467 -0.084 0.047 -0.049
H 2.478 -1.296 -6.074 -0.086 0.016 -0.103
H 4.591 -0.189 -5.362 0.104 0.020 -0.064
H 4.884 0.497 -3.076 0.071 -0.001 0.011
H 5.441 -0.082 -1.427 -0.117 0.013 -0.052
H 6.269 0.054 0.818 0.020 0.039 0.006
H 4.680 0.153 2.736 -0.023 0.029 0.117
H 2.264 0.088 2.282 -0.093 0.042 0.263
C -0.307 1.219 -6.769 -0.108 0.093 -0.013
C -0.656 1.544 -5.349 0.068 -0.046 -0.026
C -1.680 0.854 -4.714 -0.062 -0.176 0.204
C -2.023 1.107 -3.389 0.539 0.118 -1.091
C -3.080 0.321 -2.692 -0.051 -0.018 0.168
C -1.307 2.108 -2.760 -0.645 0.505 2.806
C -0.284 2.838 -3.333 -0.039 -0.452 -1.014
C 0.436 3.915 -2.588 -0.088 0.069 0.027
C 0.028 2.530 -4.656 0.117 0.086 0.215
C -1.642 2.417 -1.188 0.366 0.304 -6.334
O -2.333 3.388 -1.079 -1.211 1.466 2.010
O -1.054 1.590 -0.522 1.678 -2.354 3.571
H -0.349 0.145 -6.937 0.029 -0.125 -0.120
H 0.687 1.579 -7.018 0.109 0.015 -0.094
H -1.022 1.689 -7.443 0.008 -0.004 -0.178
H -2.225 0.088 -5.243 -0.084 -0.204 -0.289
H -3.579 -0.359 -3.375 -0.089 -0.079 -0.112
H -3.819 0.977 -2.237 -0.052 0.017 0.050
H -2.643 -0.256 -1.878 -0.092 0.015 -0.090
H 0.766 3.547 -1.617 0.051 0.082 0.121
H -0.237 4.755 -2.411 0.034 0.012 0.088
H 1.297 4.267 -3.151 0.101 0.035 -0.018
H 0.823 3.079 -5.138 0.186 0.046 -0.225

---

No. 6
18
Properties=species:S:1:pos:R:3:forces:R:3 method="wB97M-V/def2-TZVPD" smiles=CP(C)CC(O)O e_lumo_ha=0.0295 homo_lumo_gap_ev=9.45 relative_energy_kcal_mol=0.0 molar_mass_g_mol=122.10 energy_ha=-650.826133
C -1.525 -0.742 1.849 -0.034 -0.115 -0.307
P -0.958 -1.017 0.105 0.187 0.307 0.443
C 0.750 -1.602 0.507 -0.307 -0.008 -0.124
C -0.600 0.762 -0.292 1.835 -0.282 -2.066
C 0.482 0.874 -1.560 -2.321 -0.131 1.907
O 1.745 0.793 -0.993 0.389 -0.071 0.254
O 0.298 2.060 -2.264 0.084 0.271 -0.299
H -0.849 -0.074 2.384 0.017 -0.016 0.026
H -1.564 -1.701 2.362 -0.048 -0.037 0.072
H -2.526 -0.316 1.843 -0.060 0.033 0.061
H 1.291 -1.799 -0.416 0.103 -0.023 0.021
H 0.666 -2.535 1.065 0.007 -0.027 -0.001
H 1.299 -0.868 1.093 0.072 0.015 0.046
H -1.514 1.264 -0.606 -0.008 0.010 -0.005
H -0.142 1.281 0.550 0.003 0.058 0.075
H 0.273 0.067 -2.273 0.140 0.125 0.034
H 2.412 0.751 -1.685 -0.032 0.031 -0.130
H 0.464 2.802 -1.667 -0.026 -0.139 -0.005